Entry 1:
Entry from the Open Molecules 2025 dataset: an isolated molecule of C2H3NO2 at a distorted geometry (wB97M-V/def2-TZVPD).

Last column: Löwdin charge in e.
CARTESIAN COORDINATES (ANGSTROEM)
C 0.265 0.250 1.242  -0.337
C -0.304 -0.799 -0.998  -0.296
H 0.393 -0.323 2.258  0.155
H -0.039 -1.614 0.743  0.125
H -0.841 -1.620 -1.125  0.089
N 0.182 -0.732 0.297  0.079
O 0.085 1.435 1.134  0.078
O -0.154 0.062 -1.811  0.108

Forces on atoms 1 to 3 (eV/Å):
C -0.55 0.55 2.11
C 2.28 5.08 0.38
H 0.11 1.32 -1.18

**E_HOMO**: -10.43 eV
**Strongest force on any atom**: 5.58 eV Å⁻¹
**Orbital gap**: 10.8 eV
**Charge**: 0
**Energy above the lowest of the compared OMol25 structures with the same formula, charge and spin**: 87.7 kJ/mol


Entry 2:
Entry from the Open Molecules 2025 dataset: a structure of composition C2H7IN4 at a distorted geometry (wB97M-V/def2-TZVPD).

Last column: Löwdin charge in e.
CARTESIAN COORDINATES (ANGSTROEM)
C -1.001 0.646 -0.496  -0.232
C 1.248 -1.127 -0.394  -0.201
N -1.642 1.764 -0.563  0.266
N 1.529 -1.498 -1.596  -0.372
N 1.604 -1.594 0.757  0.273
N 0.247 0.551 -0.146  0.170
I 0.887 -0.577 -3.262  1.126
H -1.589 -0.240 -0.510  0.160
H -2.556 1.815 -0.935  0.153
H -1.181 2.597 -0.642  0.120
H 1.671 -2.450 -1.784  0.085
H 2.061 -2.406 0.962  0.129
H 1.254 -1.053 1.580  0.186
H 0.838 1.353 -0.322  0.136

Forces on atoms 1 to 3 (eV/Å):
C -0.97 -0.57 0.81
C -1.11 2.65 0.55
N -0.46 -1.42 -0.58

**E_HOMO**: -18.06 eV
**Strongest force on any atom**: 5.38 eV Å⁻¹
**Orbital gap**: 8.1 eV
**Charge**: +2
**Energy above the lowest of the compared OMol25 structures with the same formula, charge and spin**: 166.4 kJ/mol